Formula: C42H76N5O5
Source: the Open Molecules 2025 dataset
Level of theory: wB97M-V/def2-TZVPD

Charge ... +1
Energy ... -2295.411434 Ha
Kohn-Sham gap ... 7.5099 eV

Structure (XYZ):
```
128
Properties=species:S:1:pos:R:3:forces:R:3
C 3.339676 -6.343420 1.408758 -0.989 0.484 0.124
C 2.801691 -4.855221 1.013915 0.788 -0.421 0.798
C 3.832905 -4.042624 0.086088 -0.669 0.115 0.073
C 3.130942 -2.838615 -0.765441 0.247 -0.579 -0.423
C 1.866570 -3.342176 -1.617392 0.529 0.132 -0.132
C 2.863280 -1.546404 0.148183 -0.102 0.270 2.170
C 1.821358 -1.623845 1.358925 -0.478 1.771 -2.086
N 0.960824 -0.587374 1.323138 1.314 -2.865 1.937
C 0.012568 -0.627827 2.484701 -0.580 -0.030 1.092
C 0.683226 -0.151290 3.881045 -3.224 3.083 3.164
O -0.071044 0.397237 4.730481 3.198 -2.840 -3.753
O 2.075016 -0.273709 4.186925 -0.627 1.269 -1.702
C 2.768391 0.975063 4.039090 0.737 4.475 -0.194
C 4.385754 0.984420 4.131235 -0.370 -0.768 0.304
O 2.218713 2.087737 3.871249 1.108 -4.869 0.449
C 1.051144 0.426466 0.191817 0.950 -1.298 -2.673
C -0.068595 0.032891 -0.933288 -0.197 0.520 -0.647
C 0.048859 1.081630 -2.177540 0.306 0.225 0.229
C 1.203271 1.969046 0.595588 0.185 -0.440 1.739
C 0.036412 2.555343 1.531498 -0.630 0.595 -0.793
C -1.454565 2.428767 0.947619 -0.543 1.203 1.274
C -2.407579 3.250884 1.993194 -0.031 -1.570 0.436
C -3.938164 3.370682 1.517767 0.138 0.340 0.418
C -4.538781 2.062435 0.811180 -0.512 0.043 0.322
C -4.817242 0.835277 1.826053 0.329 -0.501 -0.923
O -6.081489 0.950243 2.522714 0.398 -0.989 -0.887
C -7.068502 0.017777 2.030937 -1.357 -0.206 0.118
C 2.392408 -0.166937 -0.531305 1.887 -0.182 -1.314
C 3.646415 0.827589 -0.734737 -0.359 -0.052 -0.217
O 4.414957 1.045579 0.484105 -0.167 0.725 -1.498
C 5.447253 2.045525 0.210800 1.522 0.355 1.459
C 6.485017 2.074172 1.467000 0.037 0.220 -0.046
H 3.129607 -7.073458 0.550337 0.542 1.058 1.239
H 2.714649 -6.684570 2.316699 1.072 0.373 -1.435
H 4.441458 -6.348767 1.710145 -1.533 0.061 -0.560
H 1.744761 -4.947409 0.593747 1.529 0.143 0.378
H 2.724734 -4.289637 2.009591 -0.019 -0.726 -1.327
H 4.629658 -3.590109 0.793462 -1.085 -0.760 -1.320
H 4.347778 -4.771831 -0.647945 -0.831 1.250 1.123
H 3.936257 -2.526949 -1.538734 -1.305 -0.175 1.301
H 2.214095 -4.224051 -2.281503 -0.717 1.401 1.141
H 0.995024 -3.668010 -0.954820 1.197 0.408 -0.952
H 1.505485 -2.503501 -2.314272 0.501 -1.282 0.988
H 3.867445 -1.430905 0.702159 -1.326 0.241 -0.716
H 1.730890 -2.407549 2.199679 0.200 1.388 -1.569
H -0.944628 -0.013895 2.324452 1.779 -0.666 0.237
H -0.341118 -1.712845 2.654737 0.633 1.657 -0.349
H 4.845759 0.451338 3.233533 -0.807 0.568 1.232
H 4.721851 0.472409 5.095039 -0.507 0.515 -1.366
H 4.800366 2.058367 4.144686 -1.252 -1.673 -0.068
H -1.126104 -0.027885 -0.508164 1.380 0.382 -0.599
H 0.145436 -1.002339 -1.402891 -0.108 1.511 1.276
H -0.650616 1.975059 -2.071697 0.879 -1.387 -0.084
H 1.118813 1.517771 -2.262784 -1.649 -0.893 0.175
H -0.166693 0.557607 -3.169471 0.153 0.690 1.449
H 1.347263 2.623776 -0.327098 -0.426 -1.188 1.142
H 2.179241 2.042892 1.218049 -1.460 -0.122 -1.139
H 0.020966 2.147151 2.597350 0.367 0.456 -1.501
H 0.246004 3.690891 1.630760 -0.246 -1.878 -0.086
H -1.579833 2.925112 -0.077442 0.316 -1.095 1.278
H -1.867759 1.347200 0.974947 0.825 1.697 -0.420
H -2.409273 2.596687 2.953013 0.076 1.115 -1.332
H -1.928213 4.247567 2.304073 -0.883 -1.353 -0.718
H -4.592328 3.559727 2.455980 1.059 -0.139 -1.543
H -4.017522 4.303683 0.845792 -0.081 -1.592 0.833
H -5.566414 2.361009 0.382894 1.484 -0.519 0.589
H -3.906638 1.704479 -0.074368 -0.832 0.633 1.663
H -3.985078 0.688881 2.604571 -1.114 0.484 -0.992
H -4.851870 -0.148641 1.211892 0.202 1.516 0.836
H -7.576821 0.384861 1.055390 1.007 -0.574 1.373
H -6.675006 -1.054586 1.889772 -0.292 1.637 0.143
H -7.908965 -0.052862 2.816248 1.396 0.257 -1.132
H 2.212727 -0.504165 -1.625249 -0.277 0.963 1.777
H 3.299942 1.838392 -1.180272 0.428 -1.563 0.757
H 4.320752 0.345537 -1.523726 -0.758 0.569 0.990
H 6.046678 1.754977 -0.719529 -1.082 0.546 1.041
H 5.019766 3.116290 0.157652 0.379 -1.788 -0.396
H 6.619699 1.034344 1.928709 -0.299 1.438 -0.730
H 6.144557 2.818452 2.284266 0.418 -1.337 -1.341
H 7.536713 2.421265 1.143159 -1.755 -0.495 0.266
C -1.981394 -2.940543 8.949402 0.035 -0.098 0.035
C -1.331996 -2.190878 7.792786 0.114 -0.086 0.386
C -2.303251 -1.889140 6.650485 0.285 0.196 -0.026
C -2.782791 -3.107731 5.990961 -0.252 -0.132 -0.115
N -3.161662 -4.065590 5.476596 0.225 0.321 0.123
H -2.335244 -3.927021 8.638854 -0.018 0.081 0.009
H -1.258762 -3.085977 9.755971 -0.103 0.004 -0.046
H -2.830220 -2.381335 9.351912 0.048 -0.051 -0.018
H -0.479358 -2.768849 7.421445 -0.083 0.093 -0.068
H -0.934593 -1.243912 8.171366 -0.043 -0.028 -0.185
H -1.795286 -1.263302 5.909987 -0.152 -0.069 -0.038
H -3.152725 -1.310136 7.024642 -0.022 -0.160 -0.086
C -5.157282 0.686461 -4.890538 0.076 -0.138 0.176
C -4.688413 -0.273458 -3.803694 0.026 -0.051 -0.523
C -4.693781 0.351275 -2.407566 -0.015 -0.347 0.015
C -3.727040 1.446240 -2.284403 0.029 0.230 -0.207
N -2.971124 2.309772 -2.195062 -0.223 -0.312 -0.173
H -4.485971 1.544125 -4.984292 -0.095 -0.004 0.024
H -5.181475 0.176549 -5.856926 -0.029 0.071 0.061
H -6.160307 1.057383 -4.679051 0.223 -0.043 -0.032
H -3.685653 -0.638203 -4.051075 -0.048 -0.023 0.178
H -5.351687 -1.144218 -3.798453 0.098 0.055 0.164
H -4.447744 -0.421621 -1.672235 0.054 0.188 0.084
H -5.697035 0.712907 -2.162809 0.146 0.146 -0.002
C 9.098996 0.121235 -0.886762 -0.051 -0.079 0.056
C 9.706175 0.210549 -2.280014 -0.045 -0.290 0.231
C 9.800794 1.644687 -2.801995 0.234 -0.209 -0.219
C 8.481570 2.250852 -3.002025 -0.124 0.248 0.017
N 7.444438 2.727232 -3.150849 0.241 -0.250 0.121
H 8.063737 0.473243 -0.878425 0.057 0.029 0.005
H 9.100003 -0.915557 -0.541232 -0.005 0.103 0.021
H 9.671371 0.717518 -0.170906 -0.057 -0.035 -0.016
H 9.119699 -0.405658 -2.968967 0.100 0.130 -0.032
H 10.713427 -0.216278 -2.249893 -0.072 0.115 -0.111
H 10.336676 1.639329 -3.755870 -0.142 0.152 0.037
H 10.389058 2.257070 -2.112177 -0.168 0.043 -0.044
C -7.189230 0.427502 -9.237992 0.042 -0.083 0.012
C -8.604793 0.737991 -8.767556 0.175 -0.305 -0.200
C -8.745018 2.136275 -8.163911 -0.326 -0.138 -0.084
C -7.973206 2.287929 -6.926725 0.155 0.207 0.152
N -7.361421 2.406832 -5.958750 -0.467 0.116 -0.492
H -6.481712 0.425452 -8.404539 -0.033 0.053 -0.049
H -7.156181 -0.560377 -9.703844 0.038 0.099 0.023
H -6.850952 1.160929 -9.974884 0.006 -0.051 0.051
H -8.918637 -0.019851 -8.042608 -0.051 0.151 -0.025
H -9.281291 0.658936 -9.624239 -0.028 0.093 0.155
H -9.800855 2.324111 -7.946846 0.145 0.098 0.120
H -8.432388 2.891350 -8.891224 0.087 -0.012 0.169
```
Positions in Å, forces in eV/Å.

=====

Formula: C42H77F6N14O4PS
Source: the Open Molecules 2025 dataset
Level of theory: wB97M-V/def2-TZVPD

Charge ... +4
Energy ... -4051.728922 Ha
Kohn-Sham gap ... 8.7976 eV

Structure (XYZ):
```
145
Properties=species:S:1:pos:R:3:forces:R:3
S -0.210442 0.373561 -0.149239 0.851 2.715 -1.343
O 0.006748 -0.665409 -1.111709 0.910 -2.522 -2.473
O -0.392942 -0.152139 1.146181 -0.017 -2.175 4.437
O 0.876808 1.351921 -0.218109 1.617 0.709 0.234
O -1.415712 1.103721 -0.478859 -3.200 1.463 -1.135
C 0.166148 -3.634349 -2.978479 -1.286 -0.196 -1.829
C -0.516722 -3.577479 -4.410639 1.910 -1.621 0.534
N -1.328932 -2.460139 -4.574279 -1.114 4.051 -0.179
C -2.380402 -2.357259 -5.435849 -1.045 1.449 0.936
C -3.005942 -1.153539 -5.095159 -0.749 -1.645 -1.647
N -2.303102 -0.488859 -4.127069 1.873 -1.619 -2.046
C -1.191002 -1.284029 -3.965109 -0.515 0.797 1.872
C -2.593782 0.874981 -3.618809 0.655 -0.724 0.770
H 0.978988 -4.359779 -3.012209 0.000 0.225 0.120
H -0.628962 -3.997349 -2.327219 0.265 0.078 0.377
H 0.460588 -2.626499 -2.685819 0.352 -0.394 0.298
H -1.222182 -4.390389 -4.582709 0.630 -0.518 0.120
H 0.194248 -3.519639 -5.234819 0.317 -0.603 0.175
H -2.492672 -3.103789 -6.208169 -0.677 0.078 0.170
H -3.940962 -0.836079 -5.532609 0.132 0.419 0.191
H -0.341322 -1.059159 -3.337519 -0.495 0.227 0.347
H -2.786682 0.696901 -2.560889 -0.471 0.615 -0.006
H -3.382122 1.362521 -4.192329 -0.071 -0.450 0.159
H -1.713062 1.516951 -3.636339 0.139 -0.299 -0.305
C 1.913258 -1.419229 -6.279149 -0.055 -0.461 -0.543
C 2.577438 -0.995169 -4.962469 0.605 -0.613 -1.293
N 2.294548 0.404991 -4.751209 -1.297 1.779 2.505
C 2.509958 1.440551 -5.636169 -0.190 1.370 0.766
C 1.973558 2.575571 -5.063769 -0.890 -0.693 0.267
N 1.318158 2.212311 -3.865499 3.107 -0.928 -2.410
C 1.628318 0.914071 -3.666199 -0.594 0.525 -0.632
C 0.744138 3.190371 -2.970549 -1.148 -0.429 0.123
H 2.537828 -1.153759 -7.132109 0.195 0.037 0.103
H 0.959418 -0.948359 -6.517009 -0.197 0.084 0.537
H 1.776878 -2.496829 -6.370159 0.133 -0.013 0.211
H 3.650558 -1.106049 -5.118089 0.109 0.089 0.185
H 2.360488 -1.606429 -4.086459 -0.488 0.354 0.040
H 3.085318 1.340111 -6.544609 -0.160 -0.088 0.057
H 1.868468 3.614021 -5.341189 0.377 -0.217 -0.512
H 1.283748 0.454691 -2.751519 0.189 -0.746 0.102
H 1.493558 3.713261 -2.376369 -0.086 -0.387 0.156
H 0.001008 2.609581 -2.424159 0.258 0.383 0.864
H 0.171648 3.920601 -3.542489 0.258 -0.004 -0.275
C -4.565872 0.493521 4.200031 1.460 -0.669 1.064
C -4.970002 0.510031 2.782041 -0.339 -0.634 -0.426
N -4.479022 -0.654069 1.982911 1.307 -1.024 -0.532
C -4.882282 -1.961179 2.056871 -0.245 -1.797 0.652
C -4.084142 -2.791079 1.272721 -1.593 2.372 -0.036
N -3.237972 -1.913559 0.586341 -1.336 0.569 2.035
C -3.443532 -0.688549 1.144271 1.244 0.175 -2.067
C -2.374172 -2.349729 -0.523589 -0.635 -0.737 0.761
H -3.479852 0.454961 4.284771 0.301 0.359 0.049
H -4.864482 -0.407469 4.735901 -0.602 0.246 0.114
H -4.927052 1.413741 4.659201 -0.093 -0.285 0.279
H -4.554482 1.422861 2.355221 -0.561 -0.169 -0.597
H -6.056072 0.439931 2.842231 -0.055 0.379 -1.025
H -5.672962 -2.227649 2.742591 -0.092 -0.145 -0.219
H -4.256312 -3.819939 0.993071 0.201 0.068 0.094
H -2.794342 0.118211 0.837521 -0.072 0.460 -0.046
H -1.593632 -2.957169 -0.065459 0.643 0.716 -0.258
H -2.072642 -1.517929 -1.160209 0.249 -0.289 0.386
H -2.961782 -3.111319 -1.036229 -0.243 0.364 -0.468
C -2.609482 3.489921 5.071561 -1.117 0.967 -0.487
C -2.156752 3.505171 3.606401 0.891 -0.922 1.304
N -0.743332 3.067751 3.677041 0.215 -3.829 -1.963
C 0.372808 3.760601 3.856451 1.698 1.887 0.268
C 1.474378 2.973341 3.714761 -0.375 -0.473 0.748
N 1.017358 1.669071 3.495711 -1.954 2.494 0.688
C -0.325832 1.764721 3.430041 0.355 0.647 0.416
C 1.803208 0.458721 3.377681 0.584 0.106 0.113
H -3.517082 4.087721 5.155361 -0.214 -0.138 0.118
H -1.900292 3.980561 5.738211 0.140 -0.279 -0.092
H -2.846112 2.470601 5.376671 0.305 0.154 0.193
H -2.232692 4.444031 3.057871 0.084 0.018 0.268
H -2.654042 2.706171 3.056491 -0.157 0.241 -0.184
H 0.373868 4.803191 4.138221 -0.105 0.000 -0.089
H 2.477938 3.271471 3.980081 0.112 -0.445 -0.291
H -0.938662 0.901841 3.214901 -0.114 0.336 -0.119
H 2.212678 0.541931 2.370951 -0.093 -1.025 0.049
H 1.185218 -0.392559 3.663201 0.066 -0.022 -0.773
H 2.625128 0.448391 4.093531 0.067 0.312 0.001
C -3.389742 3.788221 -1.679969 1.084 0.023 -0.464
C -3.107602 3.811641 -0.202489 0.857 0.484 0.343
N -1.899342 4.621141 0.162671 1.230 -0.154 -0.101
C -1.866492 5.930381 0.502061 2.273 1.748 0.884
C -0.509482 6.262481 0.801161 -2.557 0.015 -0.463
N 0.214508 5.135941 0.590771 -1.361 -0.732 -0.462
C -0.621162 4.165901 0.210341 -0.280 -0.771 0.046
C 1.650588 5.069851 0.750381 0.821 0.027 -0.249
H -2.506542 3.436201 -2.213019 -0.035 -0.884 0.092
H -3.456872 4.759691 -2.169699 -0.940 0.252 0.522
H -4.254712 3.136361 -1.802459 0.038 0.244 -0.533
H -2.822122 2.829751 0.174991 -0.493 -0.188 -0.181
H -3.977252 4.235801 0.299401 0.269 -0.014 0.399
H -2.745042 6.558331 0.517051 0.097 -0.051 0.039
H 0.000538 7.154831 1.132811 -0.442 0.162 -0.111
H -0.299962 3.145851 0.059541 -0.041 -0.344 -0.229
H 2.127348 5.670681 -0.024089 -0.125 0.496 0.264
H 2.087778 4.088271 0.567451 -0.689 -0.306 0.424
H 1.871728 5.433441 1.753871 0.340 -0.052 -0.234
C 1.631818 -5.535589 2.402511 0.016 -1.196 -0.955
C 0.479028 -5.319069 1.375241 1.031 0.020 1.021
N -0.429282 -4.402629 2.066991 -2.358 1.744 0.934
C -0.220592 -3.035739 2.163191 -0.882 -0.040 0.417
C -1.193462 -2.542829 2.990951 -0.221 0.384 0.365
N -2.008012 -3.569709 3.468801 2.521 -0.850 -2.195
C -1.519572 -4.674979 2.839231 0.964 -0.638 0.269
C -3.073382 -3.476789 4.457571 -0.793 0.055 -0.185
H 2.253408 -4.654859 2.563871 -0.329 0.206 0.059
H 2.307168 -6.304529 2.027341 0.046 -0.029 -0.104
H 1.247928 -5.940129 3.339041 -0.062 0.265 0.036
H -0.060912 -6.193409 1.011811 0.046 -0.170 0.572
H 0.861918 -4.842839 0.472631 -0.175 0.320 0.128
H 0.546788 -2.505279 1.618991 -0.125 -0.061 0.092
H -1.430332 -1.527489 3.272691 0.286 -0.088 -0.107
H -1.760022 -5.707969 3.043011 -0.506 0.111 0.061
H -3.459292 -2.457739 4.484091 0.492 0.116 0.081
H -2.761352 -3.790599 5.453691 0.105 -0.043 -0.205
H -3.937992 -4.039539 4.105631 0.236 -0.403 0.187
C 4.173468 2.497791 -1.076079 -0.341 0.177 0.668
C 4.081308 1.385051 0.062361 0.490 1.604 -0.289
N 4.241358 0.008101 -0.395689 -0.010 -2.385 -1.701
C 5.140458 -0.391389 -1.414229 -1.925 -1.678 -0.553
C 4.767698 -1.687779 -1.807009 0.361 1.148 1.640
N 3.757508 -2.112829 -0.948769 -0.065 3.719 1.243
C 3.439088 -1.069069 -0.122909 1.166 0.774 -1.178
C 3.249778 -3.435999 -0.837489 0.407 -1.436 -0.367
H 3.711848 2.284361 -2.040159 0.007 -0.489 0.089
H 5.132128 2.985021 -1.254079 0.658 -1.097 -0.042
H 3.698868 3.421531 -0.745069 -0.730 -0.258 0.463
H 3.139528 1.457851 0.606271 -0.090 -0.130 -0.438
H 4.864178 1.632111 0.779431 0.140 -0.399 0.033
H 5.809398 0.274911 -1.938589 0.081 0.022 0.464
H 5.165758 -2.427869 -2.485399 0.323 0.404 -0.081
H 2.608518 -1.021869 0.565801 0.204 -0.210 0.028
H 2.188798 -3.516489 -0.600959 0.102 0.506 -0.019
H 3.844218 -3.988189 -0.109599 -0.079 0.005 0.165
H 3.436068 -3.891919 -1.809869 -0.224 -0.264 0.051
P 5.109528 -1.968759 3.116921 5.090 -1.142 2.563
F 4.719858 -1.283409 4.554141 -1.342 -0.291 -1.392
F 3.523238 -2.228309 2.661351 1.015 0.917 0.161
F 5.361438 -0.438979 2.467031 -2.727 -0.667 -0.770
F 5.646848 -2.670199 1.727381 -1.444 0.552 0.068
F 6.671358 -1.738839 3.533071 -0.173 -0.843 0.111
F 5.215198 -3.473099 3.885601 -1.293 1.714 -1.330
```
Positions in Å, forces in eV/Å.